Here is 16 unconnected molecules or ions with the total composition C62H158N10O22 from the Open Molecules 2025 dataset. Energies are from the ωB97M-V functional and the def2-TZVPD basis.

Each atom is followed by the atoms it is bonded to, with distances in Å.
Geometry (Å):
1 C 7.233 0.427 -4.718  N2 1.552, H8 1.090, H9 1.090, H10 1.090
2 N 6.376 1.231 -3.705  C1 1.552, C3 1.554, C4 1.509, C5 1.489
3 C 6.605 0.698 -2.264  N2 1.554, H11 1.090, H12 1.090, H13 1.090
4 C 6.856 2.659 -3.788  N2 1.509, H14 1.090, H15 1.090, H16 1.090
5 C 4.961 1.076 -4.143  N2 1.489, C6 1.519, H17 1.090, H18 1.090
6 C 3.901 1.539 -3.157  C5 1.519, O7 1.375, H19 1.090, H20 1.090
7 O 3.714 2.896 -3.026  C6 1.375, H21 0.960
8 H 7.170 -0.657 -4.814  C1 1.090
9 H 8.286 0.652 -4.547  C1 1.090
10 H 6.927 0.793 -5.697  C1 1.090
11 H 7.668 0.645 -2.027  C3 1.090
12 H 6.094 -0.254 -2.120  C3 1.090
13 H 6.130 1.308 -1.496  C3 1.090
14 H 6.644 2.931 -4.822  C4 1.090
15 H 7.876 2.592 -3.412  C4 1.090
16 H 6.162 3.228 -3.170  C4 1.090
17 H 4.826 0.000 -4.253  C5 1.090
18 H 4.884 1.482 -5.152  C5 1.090
19 H 4.020 1.004 -2.215  C6 1.090
20 H 2.998 1.044 -3.514  C6 1.090
21 H 3.161 3.216 -3.742  O7 0.960
22 C -2.639 2.682 5.443  N23 1.560, H29 1.090, H30 1.090, H31 1.090
23 N -1.200 2.730 6.043  C22 1.560, C24 1.547, C25 1.602, C26 1.564
24 C -0.773 1.283 6.384  N23 1.547, H32 1.090, H33 1.090, H34 1.090
25 C -0.192 3.256 4.914  N23 1.602, H35 1.090, H36 1.090, H37 1.090
26 C -1.025 3.580 7.344  N23 1.564, C27 1.487, H38 1.090, H39 1.090
27 C -1.033 5.061 7.208  C26 1.487, O28 1.409, H40 1.090, H41 1.090
28 O -2.222 5.454 6.563  C27 1.409, H42 0.960
29 H -3.386 2.590 6.232  C22 1.090
30 H -2.571 1.878 4.710  C22 1.090
31 H -2.829 3.606 4.896  C22 1.090
32 H -0.619 0.711 5.469  C24 1.090
33 H -1.556 0.855 7.009  C24 1.090
34 H 0.226 1.426 6.797  C24 1.090
35 H 0.011 2.513 4.143  C25 1.090
36 H 0.702 3.307 5.537  C25 1.090
37 H -0.516 4.221 4.524  C25 1.090
38 H -0.051 3.359 7.779  C26 1.090
39 H -1.766 3.295 8.091  C26 1.090
40 H -0.182 5.466 6.660  C27 1.090
41 H -0.907 5.618 8.136  C27 1.090
42 H -2.453 6.309 6.934  O28 0.960
43 C -1.636 4.740 -2.850  N44 1.574, H50 1.090, H51 1.090, H52 1.090
44 N -2.526 5.862 -3.502  C43 1.574, C45 1.562, C46 1.512, C47 1.557
45 C -4.024 5.519 -3.223  N44 1.562, H53 1.090, H54 1.090, H55 1.090
46 C -2.256 7.145 -2.748  N44 1.512, H56 1.090, H57 1.090, H58 1.090
47 C -2.229 6.042 -5.020  N44 1.557, C48 1.540, H59 1.090, H60 1.090
48 C -1.906 4.745 -5.785  C47 1.540, O49 1.454, H61 1.090, H62 1.090
49 O -3.057 3.857 -5.758  C48 1.454, H63 0.960
50 H -0.618 4.807 -3.235  C43 1.090
51 H -2.032 3.773 -3.160  C43 1.090
52 H -1.578 4.807 -1.763  C43 1.090
53 H -4.164 4.456 -3.418  C45 1.090
54 H -4.649 6.252 -3.733  C45 1.090
55 H -4.107 5.637 -2.142  C45 1.090
56 H -2.328 7.046 -1.665  C46 1.090
57 H -2.920 7.876 -3.208  C46 1.090
58 H -1.200 7.405 -2.831  C46 1.090
59 H -1.319 6.642 -5.041  C47 1.090
60 H -3.062 6.511 -5.542  C47 1.090
61 H -1.061 4.183 -5.387  C48 1.090
62 H -1.763 5.041 -6.825  C48 1.090
63 H -3.117 3.346 -6.569  O49 0.960
64 C -3.150 -7.392 -1.588  N65 1.555, H71 1.090, H72 1.090, H73 1.090
65 N -2.344 -6.124 -1.992  C64 1.555, C66 1.597, C67 1.520, C68 1.542
66 C -2.388 -5.191 -0.696  N65 1.597, H74 1.090, H75 1.090, H76 1.090
67 C -0.897 -6.525 -2.223  N65 1.520, H77 1.090, H78 1.090, H79 1.090
68 C -2.884 -5.299 -3.177  N65 1.542, C69 1.557, H80 1.090, H81 1.090
69 C -2.735 -5.941 -4.588  C68 1.557, O70 1.458, H82 1.090, H83 1.090
70 O -3.229 -7.304 -4.736  C69 1.458, H84 0.960
71 H -4.161 -6.987 -1.621  C64 1.090
72 H -2.782 -7.642 -0.593  C64 1.090
73 H -2.953 -8.150 -2.345  C64 1.090
74 H -3.428 -5.262 -0.377  C66 1.090
75 H -2.071 -4.161 -0.865  C66 1.090
76 H -1.802 -5.618 0.117  C66 1.090
77 H -0.532 -7.063 -1.347  C67 1.090
78 H -0.412 -5.562 -2.384  C67 1.090
79 H -0.816 -7.152 -3.110  C67 1.090
80 H -2.228 -4.430 -3.138  C68 1.090
81 H -3.912 -4.978 -3.010  C68 1.090
82 H -1.759 -5.731 -5.026  C69 1.090
83 H -3.354 -5.307 -5.222  C69 1.090
84 H -4.182 -7.258 -4.841  O70 0.960
85 C 5.751 -0.924 3.334  N86 1.554, H92 1.090, H93 1.090, H94 1.090
86 N 6.541 -0.801 2.001  C85 1.554, C87 1.525, C88 1.560, C89 1.533
87 C 6.533 0.680 1.636  N86 1.525, H95 1.090, H96 1.090, H97 1.090
88 C 7.994 -1.226 2.377  N86 1.560, H98 1.090, H99 1.090, H100 1.090
89 C 5.898 -1.616 0.873  N86 1.533, C90 1.601, H101 1.090, H102 1.090
90 C 4.324 -1.425 0.650  C89 1.601, O91 1.439, H103 1.090, H104 1.090
91 O 3.997 -0.093 0.213  C90 1.439, H105 0.960
92 H 5.975 -0.243 4.154  C85 1.090
93 H 5.947 -1.967 3.582  C85 1.090
94 H 4.719 -0.658 3.108  C85 1.090
95 H 5.492 1.003 1.659  C87 1.090
96 H 6.602 0.749 0.550  C87 1.090
97 H 7.323 1.220 2.159  C87 1.090
98 H 8.693 -1.368 1.553  C88 1.090
99 H 7.952 -2.101 3.025  C88 1.090
100 H 8.395 -0.426 2.999  C88 1.090
101 H 6.016 -2.642 1.222  C89 1.090
102 H 6.467 -1.625 -0.057  C89 1.090
103 H 3.796 -1.810 1.523  C90 1.090
104 H 3.955 -2.073 -0.145  C90 1.090
105 H 3.525 0.328 0.935  O91 0.960
106 C 1.815 4.385 2.236  N107 1.488, H113 1.090, H114 1.090, H115 1.090
107 N 2.089 4.899 0.867  C106 1.488, C108 1.543, C109 1.568, C110 1.531
108 C 0.813 4.941 0.000  N107 1.543, H116 1.090, H117 1.090, H118 1.090
109 C 2.554 6.389 1.021  N107 1.568, H119 1.090, H120 1.090, H121 1.090
110 C 3.092 3.984 0.158  N107 1.531, C111 1.492, H122 1.090, H123 1.090
111 C 4.490 3.941 0.678  C110 1.492, O112 1.425, H124 1.090, H125 1.090
112 O 5.118 5.210 0.514  C111 1.425, H126 0.960
113 H 1.248 5.086 2.848  C106 1.090
114 H 2.675 4.012 2.793  C106 1.090
115 H 1.246 3.486 1.999  C106 1.090
116 H 0.456 3.911 0.015  C108 1.090
117 H 1.027 5.360 -0.984  C108 1.090
118 H 0.049 5.602 0.408  C108 1.090
119 H 3.218 6.456 1.882  C109 1.090
120 H 1.630 6.943 1.186  C109 1.090
121 H 3.071 6.651 0.098  C109 1.090
122 H 3.060 4.248 -0.899  C110 1.090
123 H 2.613 3.005 0.124  C110 1.090
124 H 5.024 3.231 0.046  C111 1.090
125 H 4.583 3.523 1.680  C111 1.090
126 H 6.061 5.074 0.630  O112 0.960
127 C -0.785 -0.675 -7.710  N128 1.562, H134 1.090, H135 1.090, H136 1.090
128 N -0.369 -1.459 -6.425  C127 1.562, C129 1.567, C130 1.542, C131 1.547
129 C -1.234 -2.764 -6.406  N128 1.567, H137 1.090, H138 1.090, H139 1.090
130 C 1.128 -1.829 -6.441  N128 1.542, H140 1.090, H141 1.090, H142 1.090
131 C -0.715 -0.741 -5.099  N128 1.547, C132 1.568, H143 1.090, H144 1.090
132 C -0.428 0.797 -5.199  C131 1.568, O133 1.430, H145 1.090, H146 1.090
133 O 0.928 1.119 -5.520  C132 1.430, H147 0.960
134 H -0.543 -1.156 -8.658  C127 1.090
135 H -0.392 0.339 -7.778  C127 1.090
136 H -1.872 -0.602 -7.683  C127 1.090
137 H -1.118 -3.369 -7.305  C129 1.090
138 H -2.280 -2.485 -6.283  C129 1.090
139 H -0.927 -3.309 -5.512  C129 1.090
140 H 1.756 -0.973 -6.195  C130 1.090
141 H 1.383 -2.268 -7.405  C130 1.090
142 H 1.297 -2.610 -5.700  C130 1.090
143 H -0.472 -1.301 -4.196  C131 1.090
144 H -1.802 -0.828 -5.076  C131 1.090
145 H -0.674 1.330 -4.280  C132 1.090
146 H -1.079 1.285 -5.924  C132 1.090
147 H 1.052 2.041 -5.283  O133 0.960
148 C 0.715 -2.249 7.482  N149 1.569, H155 1.090, H156 1.090, H157 1.090
149 N 1.479 -2.791 6.224  C148 1.569, C150 1.523, C151 1.478, C152 1.554
150 C 2.631 -1.855 5.881  N149 1.523, H158 1.090, H159 1.090, H160 1.090
151 C 1.964 -4.175 6.415  N149 1.478, H161 1.090, H162 1.090, H163 1.090
152 C 0.497 -2.693 5.024  N149 1.554, C153 1.561, H164 1.090, H165 1.090
153 C -0.806 -3.547 5.114  C152 1.561, O154 1.424, H166 1.090, H167 1.090
154 O -1.776 -2.777 5.816  C153 1.424, H168 0.960
155 H -0.141 -2.905 7.635  C148 1.090
156 H 0.479 -1.197 7.320  C148 1.090
157 H 1.260 -2.299 8.425  C148 1.090
158 H 3.469 -2.068 6.546  C150 1.090
159 H 2.337 -0.824 6.075  C150 1.090
160 H 3.009 -2.058 4.879  C150 1.090
161 H 1.205 -4.865 6.782  C151 1.090
162 H 2.758 -4.164 7.163  C151 1.090
163 H 2.363 -4.543 5.470  C151 1.090
164 H 1.073 -2.923 4.127  C152 1.090
165 H 0.212 -1.647 4.907  C152 1.090
166 H -0.568 -4.475 5.633  C153 1.090
167 H -1.155 -3.821 4.118  C153 1.090
168 H -2.117 -2.046 5.295  O154 0.960
169 C -7.043 -1.386 0.391  N170 1.577, H176 1.090, H177 1.090, H178 1.090
170 N -6.537 -2.650 -0.405  C169 1.577, C171 1.548, C172 1.564, C173 1.571
171 C -7.067 -2.542 -1.855  N170 1.548, H179 1.090, H180 1.090, H181 1.090
172 C -4.974 -2.585 -0.438  N170 1.564, H182 1.090, H183 1.090, H184 1.090
173 C -7.060 -3.892 0.402  N170 1.571, C174 1.567, H185 1.090, H186 1.090
174 C -7.336 -5.157 -0.481  C173 1.567, O175 1.417, H187 1.090, H188 1.090
175 O -6.159 -5.510 -1.189  C174 1.417, H189 0.960
176 H -6.836 -1.534 1.451  C169 1.090
177 H -8.125 -1.371 0.264  C169 1.090
178 H -6.680 -0.417 0.047  C169 1.090
179 H -6.687 -1.609 -2.272  C171 1.090
180 H -8.149 -2.411 -1.857  C171 1.090
181 H -6.698 -3.457 -2.319  C171 1.090
182 H -4.619 -2.714 0.585  C172 1.090
183 H -4.708 -1.581 -0.769  C172 1.090
184 H -4.555 -3.297 -1.149  C172 1.090
185 H -8.024 -3.658 0.854  C173 1.090
186 H -6.340 -4.058 1.203  C173 1.090
187 H -8.166 -5.054 -1.180  C174 1.090
188 H -7.591 -5.998 0.165  C174 1.090
189 H -6.357 -5.799 -2.082  O175 0.960
190 C 0.494 -1.380 1.687  N191 1.559, H197 1.090, H198 1.090, H199 1.090
191 N -0.155 -0.457 0.610  C190 1.559, C192 1.519, C193 1.566, C194 1.552
192 C -1.270 -1.264 -0.033  N191 1.519, H200 1.090, H201 1.090, H202 1.090
193 C -0.779 0.735 1.410  N191 1.566, H203 1.090, H204 1.090, H205 1.090
194 C 0.933 -0.041 -0.416  N191 1.552, C195 1.570, H206 1.090, H207 1.090
195 C 0.267 0.543 -1.713  C194 1.570, O196 1.397, H208 1.090, H209 1.090
196 O -0.367 1.768 -1.492  C195 1.397, H210 0.960
197 H -0.253 -1.634 2.439  C190 1.090
198 H 1.158 -0.670 2.179  C190 1.090
199 H 0.950 -2.272 1.257  C190 1.090
200 H -1.943 -1.710 0.700  C192 1.090
201 H -0.723 -2.079 -0.506  C192 1.090
202 H -1.876 -0.561 -0.605  C192 1.090
203 H -1.303 0.372 2.294  C193 1.090
204 H -1.366 1.209 0.624  C193 1.090
205 H 0.122 1.324 1.584  C193 1.090
206 H 1.470 -0.980 -0.549  C194 1.090
207 H 1.605 0.670 0.063  C194 1.090
208 H -0.432 -0.108 -2.238  C195 1.090
209 H 1.001 0.764 -2.489  C195 1.090
210 H -1.241 1.750 -1.890  O196 0.960
211 C -3.780 3.844 0.787  C212 1.546, H215 1.090, H216 1.090, H217 1.090
212 C -2.647 4.753 1.316  C211 1.546, O213 1.271, O214 1.266
213 O -1.767 4.144 2.001  C212 1.271
214 O -2.645 5.946 0.893  C212 1.266
215 H -4.355 4.273 -0.034  C211 1.090
216 H -4.415 3.520 1.612  C211 1.090
217 H -3.396 2.950 0.295  C211 1.090
218 C -5.012 1.346 -1.935  C219 1.539, H222 1.090, H223 1.090, H224 1.090
219 C -3.883 0.560 -2.625  C218 1.539, O220 1.247, O221 1.241
220 O -2.744 1.051 -2.766  C219 1.247
221 O -4.175 -0.528 -3.145  C219 1.241
222 H -4.688 2.364 -1.718  C218 1.090
223 H -5.166 0.929 -0.941  C218 1.090
224 H -5.897 1.367 -2.572  C218 1.090
225 C 2.333 -2.351 -2.901  C226 1.536, H229 1.090, H230 1.090, H231 1.090
226 C 1.161 -3.144 -2.305  C225 1.536, O227 1.224, O228 1.249
227 O 1.211 -3.615 -1.177  C226 1.224
228 O 0.189 -3.385 -3.051  C226 1.249
229 H 2.953 -1.876 -2.140  C225 1.090
230 H 1.996 -1.556 -3.567  C225 1.090
231 H 2.889 -3.019 -3.558  C225 1.090
232 C -4.178 0.004 2.762  C233 1.500, H236 1.090, H237 1.090, H238 1.090
233 C -3.419 -0.936 3.653  C232 1.500, O234 1.214, O235 1.259
234 O -2.852 -1.874 3.133  C233 1.214
235 O -3.257 -0.770 4.890  C233 1.259
236 H -4.232 1.029 3.129  C232 1.090
237 H -5.172 -0.432 2.857  C232 1.090
238 H -3.827 0.080 1.733  C232 1.090
239 C 3.891 1.731 4.331  C240 1.520, H243 1.090, H244 1.090, H245 1.090
240 C 2.757 1.129 3.518  C239 1.520, O241 1.280, O242 1.284
241 O 1.758 0.622 4.136  C240 1.280
242 O 2.902 1.185 2.243  C240 1.284
243 H 4.256 1.089 5.132  C239 1.090
244 H 3.402 2.537 4.878  C239 1.090
245 H 4.726 2.149 3.768  C239 1.090
246 C 0.212 -5.450 2.107  C247 1.555, H250 1.090, H251 1.090, H252 1.090
247 C 0.006 -6.983 2.274  C246 1.555, O248 1.234, O249 1.257
248 O -1.006 -7.479 1.772  C247 1.234
249 O 0.947 -7.587 2.848  C247 1.257
250 H -0.748 -4.958 2.261  C246 1.090
251 H 0.683 -5.120 1.181  C246 1.090
252 H 0.910 -5.111 2.872  C246 1.090

Properties
Total charge ... +4
Frontier orbital gap ... 4.030 eV
Max |F| ... 4.41 eV/A

Löwdin atomic charge list, values in e, 5 entries:
1 C 0.03
2 N -0.33
3 C 0.02
4 C 0.05
5 C -0.11